# 1
{"formula": "C2H3ClN2O4S", "method": "the ωB97M-V functional and the def2-TZVPD basis", "orbital_gap_ev": [7.58, 7.49], "molar_mass_g_mol": 186.58, "e_lumo_ev": [-1.9, -1.7], "homo_ev": [-9.452, -9.223], "multiplicity": 1, "de_lowest_kcal_mol": 23.0, "elements": ["C", "C", "N", "N", "O", "O", "O", "O", "S", "Cl", "H", "H", "H"], "xyz": [[2.173, 0.582, -0.007], [-0.577, 0.229, 0.078], [-1.800, 0.797, -0.435], [-1.037, -1.934, 0.137], [-1.974, 0.549, -1.614], [-2.580, 1.334, 0.263], [-1.942, -2.156, 0.898], [-0.266, -2.505, -0.548], [0.804, 0.069, -1.044], [-0.234, 0.922, 1.690], [2.881, -0.212, 0.097], [1.802, 0.863, 0.963], [2.749, 1.462, -0.479]], "forces_ev_per_angstrom": [[1.245, 1.583, -1.000], [2.405, -0.932, 1.462], [0.097, -1.454, -2.150], [-0.470, 3.155, 1.040], [0.081, -0.070, -0.729], [-1.197, 1.209, 1.725], [1.092, -0.875, -1.170], [-0.797, -0.583, 0.572], [-0.950, 0.687, 0.284], [-0.927, -0.961, -0.791], [0.298, -0.655, 0.059], [0.275, 0.141, 0.076], [-1.152, -1.244, 0.622]]}

---

# 2
{"formula": "C7H5Cl2CuN3O4Se", "method": "the ωB97M-V functional and the def2-TZVPD basis", "orbital_gap_ev": 8.26, "molar_mass_g_mol": 408.55, "e_lumo_ev": 2.7, "charge": -1, "homo_ev": -5.580, "multiplicity": 1, "de_lowest_kcal_mol": 0.8, "elements": ["Cu", "O", "C", "O", "C", "C", "N", "N", "C", "C", "O", "O", "H", "H", "H", "Cl", "C", "Cl", "H", "H", "Se", "C", "N"], "xyz": [[-1.374, 0.761, -0.799], [2.610, -1.903, 2.455], [3.233, -1.097, 1.616], [4.440, -0.983, 1.600], [2.386, -0.320, 0.674], [2.887, 0.579, -0.248], [1.843, 1.088, -0.917], [0.691, 0.575, -0.490], [0.986, -0.269, 0.481], [-0.178, -0.927, 1.176], [0.071, -1.735, 2.088], [-1.322, -0.564, 0.785], [1.602, -1.872, 2.338], [3.904, 0.879, -0.437], [1.804, 1.843, -1.599], [-3.765, -1.524, -1.714], [-4.252, -0.764, -0.187], [-5.821, -1.382, 0.383], [-4.356, 0.299, -0.365], [-3.492, -0.983, 0.553], [-2.174, 2.322, -2.287], [-0.416, 2.832, -2.494], [0.694, 3.145, -2.612]], "forces_ev_per_angstrom": [[0.019, -0.102, 0.246], [0.017, -0.003, -0.001], [-0.010, 0.014, 0.000], [-0.012, -0.011, 0.003], [-0.019, -0.026, 0.042], [-0.049, 0.039, 0.033], [0.189, -0.075, 0.072], [0.055, 0.161, 0.071], [0.010, -0.085, -0.054], [-0.100, 0.090, 0.049], [0.005, -0.029, -0.026], [-0.007, -0.080, -0.123], [0.006, 0.015, -0.020], [-0.001, -0.013, -0.013], [-0.047, 0.005, -0.124], [-0.039, 0.017, 0.074], [-0.027, -0.113, -0.098], [0.036, 0.024, 0.000], [0.015, 0.017, 0.028], [0.017, 0.015, 0.012], [0.054, 0.076, -0.086], [-0.079, 0.128, -0.076], [-0.033, -0.065, -0.011]]}

---

# 3
{"formula": "C3H13N2O", "method": "the ωB97M-V functional and the def2-TZVPD basis", "orbital_gap_ev": 10.63, "molar_mass_g_mol": 93.15, "e_lumo_ev": -3.1, "charge": 1, "homo_ev": -13.700, "multiplicity": 1, "de_lowest_kcal_mol": 20.6, "elements": ["C", "C", "C", "N", "N", "H", "H", "H", "H", "H", "H", "H", "H", "H", "H", "H", "H", "H", "O"], "xyz": [[1.562, -1.583, 0.425], [1.546, -0.174, -0.159], [0.333, 0.498, -0.814], [-0.810, 0.579, 0.133], [0.214, -1.980, 0.964], [1.757, -2.388, -0.277], [2.236, -1.668, 1.226], [2.472, 0.070, -0.668], [1.691, 0.465, 0.725], [0.059, 0.146, -1.803], [0.732, 1.471, -0.979], [-0.653, -0.357, 0.709], [-0.682, 1.407, 0.691], [-1.719, 0.726, -0.344], [-0.338, -2.511, 0.321], [0.238, -2.310, 1.933], [-3.535, 2.455, -1.118], [-2.476, 2.906, -0.131], [-2.628, 2.249, -0.833]], "forces_ev_per_angstrom": [[-2.542, -1.266, -1.233], [0.350, 0.633, 1.677], [1.360, -0.449, -0.719], [0.490, -1.727, 0.056], [0.196, 2.025, 0.773], [0.718, 0.316, -0.449], [1.120, 0.114, 0.815], [-0.069, -0.309, -0.708], [-0.067, 0.009, 0.176], [-0.438, -0.474, 0.188], [-0.231, 1.030, -0.297], [-0.748, 0.935, -0.364], [0.074, 0.090, 0.654], [0.290, -0.272, 0.252], [-0.019, -0.704, 0.156], [-0.214, -0.180, -0.887], [0.351, -0.234, -0.089], [-0.073, -0.161, -0.371], [-0.550, 0.624, 0.371]]}

---

# 4
{"formula": "C4H7NO", "method": "the ωB97M-V functional and the def2-TZVPD basis", "orbital_gap_ev": 9.63, "molar_mass_g_mol": 85.11, "smiles": "CC=C=NCO", "e_lumo_ev": 0.7, "homo_ev": -8.923, "multiplicity": 1, "de_lowest_kcal_mol": 76.0, "elements": ["C", "C", "C", "N", "C", "O", "H", "H", "H", "H", "H", "H", "H"], "xyz": [[-1.164, 1.734, 0.076], [-1.048, 0.447, -0.699], [-0.981, -0.750, -0.150], [-0.417, -1.727, 0.358], [1.056, -1.177, 0.329], [2.143, -1.892, 0.801], [-2.103, 2.247, -0.145], [-1.106, 1.566, 1.156], [-0.341, 2.408, -0.196], [-0.935, 0.490, -1.780], [1.195, -0.987, -0.731], [0.970, -0.268, 0.923], [2.731, -2.089, 0.059]], "forces_ev_per_angstrom": [[-0.135, 0.057, 0.062], [-0.229, -0.196, -0.008], [0.537, -0.096, 0.107], [0.475, 0.560, -0.159], [-0.027, 0.306, -0.237], [-0.191, -0.696, 0.130], [0.083, 0.038, 0.077], [-0.073, -0.032, -0.198], [-0.199, -0.158, -0.010], [-0.282, -0.006, 0.080], [0.165, 0.386, -0.023], [0.233, 0.028, -0.125], [-0.357, -0.192, 0.304]]}

---

What did the third record say?
{"formula": "C3H13N2O", "method": "the ωB97M-V functional and the def2-TZVPD basis", "orbital_gap_ev": 10.63, "molar_mass_g_mol": 93.15, "e_lumo_ev": -3.1, "charge": 1, "homo_ev": -13.700, "multiplicity": 1, "de_lowest_kcal_mol": 20.6, "elements": ["C", "C", "C", "N", "N", "H", "H", "H", "H", "H", "H", "H", "H", "H", "H", "H", "H", "H", "O"], "xyz": [[1.562, -1.583, 0.425], [1.546, -0.174, -0.159], [0.333, 0.498, -0.814], [-0.810, 0.579, 0.133], [0.214, -1.980, 0.964], [1.757, -2.388, -0.277], [2.236, -1.668, 1.226], [2.472, 0.070, -0.668], [1.691, 0.465, 0.725], [0.059, 0.146, -1.803], [0.732, 1.471, -0.979], [-0.653, -0.357, 0.709], [-0.682, 1.407, 0.691], [-1.719, 0.726, -0.344], [-0.338, -2.511, 0.321], [0.238, -2.310, 1.933], [-3.535, 2.455, -1.118], [-2.476, 2.906, -0.131], [-2.628, 2.249, -0.833]], "forces_ev_per_angstrom": [[-2.542, -1.266, -1.233], [0.350, 0.633, 1.677], [1.360, -0.449, -0.719], [0.490, -1.727, 0.056], [0.196, 2.025, 0.773], [0.718, 0.316, -0.449], [1.120, 0.114, 0.815], [-0.069, -0.309, -0.708], [-0.067, 0.009, 0.176], [-0.438, -0.474, 0.188], [-0.231, 1.030, -0.297], [-0.748, 0.935, -0.364], [0.074, 0.090, 0.654], [0.290, -0.272, 0.252], [-0.019, -0.704, 0.156], [-0.214, -0.180, -0.887], [0.351, -0.234, -0.089], [-0.073, -0.161, -0.371], [-0.550, 0.624, 0.371]]}